1.
Entry from OMol25: the ion C5H10IN2 with charge +1 in a non-equilibrium geometry (ωB97M-V/def2-TZVPD).

Structure (ORCA input):
```
! RIJCOSX wB97M-V def2-TZVPD def2/J DEFGRID3
* xyz 1 1
H -0.166 -0.148 -3.359
H -0.884 1.456 -3.053
H 1.115 -1.823 0.594
H -0.852 1.014 -0.835
C 0.419 -1.055 0.334
C 0.096 -0.878 -0.969
H 0.768 -1.137 3.221
H 0.454 -1.636 -1.716
H -1.265 0.378 2.910
I -2.917 -0.552 0.884
H 2.149 -0.464 2.146
C -0.924 0.297 -2.806
C -1.105 -0.022 1.861
H 1.056 0.699 3.083
N -0.661 0.164 -1.387
N 0.076 -0.316 1.476
H -1.819 -0.115 -3.035
C 1.051 -0.322 2.547
*
```

Calculated total energy (Ha): -603.39306
LUMO level (Eh): -0.17202
Strongest force on any atom (eV Å⁻¹): 5.03
HOMO energy (eV): -12.4
Structure (SMILES): CN/C=C\[N+](C)=C/I
ΔE to the lowest compared entry with this formula, charge and spin (kcal/mol): 49.6
Gap between HOMO and LUMO (eV): 7.738



2.
Entry from OMol25: a structure of composition C5H10INO7S (ωB97M-V/def2-TZVPD).

Structure (ORCA input):
```
! RIJCOSX wB97M-V def2-TZVPD def2/J DEFGRID3
* xyz 0 1
H -3.981 1.333 -1.027
H 4.377 0.842 0.300
O 3.973 -0.520 -1.208
H -4.328 -1.010 -0.196
I 2.214 1.351 2.190
H 3.471 1.466 -1.084
O 0.227 -2.027 1.781
H -2.219 0.288 0.097
H 1.180 0.033 -1.492
O 0.502 -2.391 -0.648
O -2.661 1.020 0.539
O 2.172 -1.071 0.594
C 2.283 0.329 0.297
H 0.718 1.590 -0.662
N 5.300 -1.009 -0.776
C 1.036 0.560 -0.544
C -4.786 -0.156 0.308
O 5.295 -2.152 -0.685
S 0.647 -1.580 0.508
C -3.992 1.110 0.046
O 0.029 -0.134 0.216
H -4.811 -0.373 1.376
H -4.442 1.959 0.560
C 3.606 0.597 -0.432
H -5.811 -0.057 -0.055
*
```

Calculated total energy (Ha): -1473.69057
LUMO level (Eh): -0.01910
Strongest force on any atom (eV Å⁻¹): 0.65
HOMO energy (eV): -10.2
Gap between HOMO and LUMO (eV): 9.717



3.
Entry from OMol25: the ion C5H10N with charge +1 in a non-equilibrium geometry (ωB97M-V/def2-TZVPD).

Structure (ORCA input):
```
! RIJCOSX wB97M-V def2-TZVPD def2/J DEFGRID3
* xyz 1 1
H -0.323 -1.716 -0.424
N -0.553 0.201 0.477
C 1.563 0.941 -0.126
H 0.097 2.419 0.053
C 1.687 -0.503 -0.224
H -0.825 0.301 1.481
C -1.729 0.192 -0.390
H 0.595 -1.557 1.187
H -1.642 0.524 -1.376
H -2.598 0.887 0.108
H 2.371 1.596 -0.337
C 0.379 1.322 0.308
H 2.432 -0.897 0.456
H 1.892 -0.895 -1.278
C 0.291 -1.037 0.279
H -2.193 -0.851 -0.368
*
```

Calculated total energy (Ha): -250.95344
LUMO level (Eh): -0.11826
Strongest force on any atom (eV Å⁻¹): 5.83
HOMO energy (eV): -14.8
Structure (SMILES): C[N@@H+]1C=CCC1
ΔE to the lowest compared entry with this formula, charge and spin (kcal/mol): 32.5
Gap between HOMO and LUMO (eV): 11.599



4.
Entry from OMol25: a structure of composition C5H10N in a non-equilibrium geometry (ωB97M-V/def2-TZVPD).

Structure (ORCA input):
```
! RIJCOSX wB97M-V def2-TZVPD def2/J DEFGRID3
* xyz 1 1
H -1.686 1.066 -0.213
H -1.109 0.658 1.499
C 0.951 0.144 -0.909
H 3.079 -0.053 0.100
C 1.207 -0.391 0.974
H -0.201 1.862 0.733
H -1.304 -1.464 -1.090
C -0.883 -1.388 -0.108
C 2.084 -0.051 0.040
H -0.259 -2.360 0.189
H 1.219 2.265 -1.807
C -0.826 0.904 0.562
H 0.716 -0.171 -1.939
H -1.777 -1.385 0.593
H 1.075 -0.704 1.944
N 0.014 -0.183 0.135
*
```

Calculated total energy (Ha): -250.75662
LUMO level (spin up / spin down) (Eh): -0.19288 / -0.15680
Strongest force on any atom (eV Å⁻¹): 4.86
HOMO energy (spin up / spin down) (eV): -14.5 / -13.8
ΔE to the lowest compared entry with this formula, charge and spin (kcal/mol): 156.0
Gap between HOMO and LUMO (spin up / spin down) (eV): 9.278 / 9.518



5.
Entry from OMol25: a cluster of 2 separate species, C5H10N in total in a non-equilibrium geometry (ωB97M-V/def2-TZVPD).

Structure (ORCA input):
```
! RIJCOSX wB97M-V def2-TZVPD def2/J DEFGRID3
* xyz 1 1
C 0.034 -1.476 0.101
C 1.060 1.694 -0.123
C -0.118 0.687 -0.366
H 1.551 1.804 -1.085
H 1.624 1.494 0.861
H -2.133 -0.952 0.023
N -0.328 -0.285 0.805
C 0.039 -0.595 -1.266
H -0.994 1.314 -0.610
H -0.835 -0.925 -1.808
H -1.580 -1.796 1.658
H 0.233 0.207 2.323
H 0.818 2.765 0.119
H 0.949 -2.060 0.432
C -1.360 -1.266 0.729
H 1.038 -0.612 -1.792
*
```

Calculated total energy (Ha): -250.80868
LUMO level (Eh): -0.22338
Strongest force on any atom (eV Å⁻¹): 7.06
HOMO energy (eV): -15.8
ΔE to the lowest compared entry with this formula, charge and spin (kcal/mol): 123.4
Gap between HOMO and LUMO (eV): 9.702



6.
Entry from OMol25: a cluster of 2 separate species, C5H10N in total in a non-equilibrium geometry (ωB97M-V/def2-TZVPD).

Structure (ORCA input):
```
! RIJCOSX wB97M-V def2-TZVPD def2/J DEFGRID3
* xyz 1 1
H 3.084 0.634 -2.364
C 2.450 0.130 -1.702
H -1.860 0.681 1.035
C 1.527 0.146 -0.917
H 0.495 1.783 0.586
H 0.864 -1.557 1.195
H 1.749 -0.235 2.063
C 0.570 0.011 0.068
H -2.920 -0.421 0.020
N -0.772 -0.341 -0.578
C -2.028 0.315 -0.070
H -0.037 -0.322 2.086
H -0.894 -1.364 -0.608
C 0.874 -0.563 1.469
H -2.395 1.191 -0.690
H -0.710 -0.088 -1.593
*
```

Calculated total energy (Ha): -250.79743
LUMO level (spin up / spin down) (Eh): -0.17720 / -0.17721
Strongest force on any atom (eV Å⁻¹): 5.80
HOMO energy (spin up / spin down) (eV): -13.6 / -13.6
ΔE to the lowest compared entry with this formula, charge and spin (kcal/mol): 130.4
Gap between HOMO and LUMO (spin up / spin down) (eV): 8.775 / 8.775